(1)
Computed, not measured: C15H16N4O in the gas phase, with wB97M-V/def2-TZVPD.

Values from the calculation:
gap between HOMO and LUMO: 8.5 eV
ΔE to the lowest compared entry with this formula, charge and spin: 0.00 kcal/mol
LUMO energy: 0.6 eV

Each line ends with the natural charge from an NBO analysis.
Cartesian coordinates (Å):
1 O -1.375 0.309 -2.217  -0.53
2 N 0.294 1.818 -0.591  -0.58
3 N -0.599 -0.728 2.563  -0.47
4 N 2.242 -0.323 0.484  -0.55
5 N -1.157 0.993 1.025  -0.54
6 C -0.794 2.479 -1.269  -0.26
7 C 1.714 -1.671 2.237  -0.14
8 C -2.700 0.095 -1.772  -0.08
9 C -2.632 2.158 -3.010  -0.43
10 C 2.710 -1.328 1.292  0.25
11 C 0.964 -0.001 0.877  0.03
12 C 3.178 -3.307 3.151  -0.25
13 C 4.155 -2.963 2.214  -0.19
14 C 0.022 0.927 0.409  0.41
15 C -1.394 0.178 2.048  0.25
16 C -1.250 1.684 -2.514  0.08
17 C 1.956 -2.670 3.173  -0.15
18 C -3.573 0.995 -2.655  -0.43
19 C 0.596 -0.817 1.967  0.18
20 C 3.938 -1.974 1.276  -0.28
21 H -2.920 3.078 -2.504  0.21
22 H -2.790 0.370 -0.713  0.18
23 H -0.479 3.481 -1.572  0.20
24 H 5.101 -3.482 2.226  0.21
25 H -0.477 1.759 -3.289  0.18
26 H 3.392 -4.086 3.867  0.21
27 H -2.620 2.345 -4.082  0.22
28 H -2.913 -0.968 -1.886  0.19
29 H -3.873 0.459 -3.554  0.21
30 H 4.697 -1.711 0.553  0.21
31 H 1.075 1.576 -1.185  0.37
32 H -1.606 2.549 -0.545  0.24
33 H 2.759 0.097 -0.269  0.41
34 H 1.194 -2.928 3.892  0.23
35 H -4.466 1.326 -2.131  0.21
36 H -2.371 0.281 2.503  0.17

(2)
Computed, not measured: a molecular structure, C43H47Cl6N2O5P2RuSi2, with wB97M-V/def2-TZVPD.

Values from the calculation:
⟨S²⟩: 8.7606
charge: -2
spin multiplicity: 6
gap between HOMO and LUMO (alpha / beta): 6.0 / 6.1 eV
ΔE to the lowest compared entry with this formula, charge and spin: 12.70 kcal/mol
LUMO energy (alpha / beta): 4.1 / 4.1 eV

Each line ends with the Mulliken spin population.
Cartesian coordinates (Å):
1 Ru -0.753 0.288 -0.660  4.00
2 Cl 3.224 -1.779 -2.458  0.00
3 Cl 4.729 0.674 -2.941  0.00
4 Cl 0.964 -4.583 -1.668  0.00
5 Cl -2.533 -0.815 -5.230  0.00
6 Cl 0.205 -5.465 -4.585  0.00
7 Cl -1.549 -3.590 -6.383  0.00
8 P -0.477 -0.764 1.911  -0.27
9 P 0.359 2.031 1.289  -0.05
10 Si -0.167 3.610 -1.326  -0.01
11 Si -2.888 -2.169 0.665  0.02
12 O -0.084 -1.865 -0.986  0.23
13 O 1.211 0.291 -1.999  0.08
14 O -1.587 -0.330 -2.468  0.14
15 O -3.099 1.249 -0.883  0.00
16 O 2.577 1.806 -1.063  0.01
17 N -0.522 2.605 0.054  0.12
18 N -1.844 -0.838 1.056  0.16
19 C 2.922 5.103 2.134  0.00
20 C -4.387 2.961 -0.013  0.00
21 C 1.354 4.717 -1.324  0.01
22 C -1.684 3.385 2.695  0.02
23 C -0.317 -3.921 -3.983  0.01
24 C 0.417 -2.360 2.031  0.01
25 C 1.798 4.381 1.770  0.00
26 C 0.626 0.377 1.371  0.48
27 C -0.082 -0.877 4.718  0.00
28 C -2.317 3.905 3.821  0.00
29 C -2.647 -0.028 5.325  0.00
30 C 1.811 -4.765 2.242  0.00
31 C -1.525 -1.865 -4.278  0.03
32 C -0.516 2.646 2.807  -0.01
33 C -1.760 -0.323 6.348  0.00
34 C 1.629 -2.528 1.377  -0.01
35 C -3.854 1.702 -2.005  0.00
36 C 4.131 4.452 2.338  0.00
37 C -1.762 3.710 5.075  0.00
38 C -3.953 -2.566 2.186  0.02
39 C 2.324 -3.724 1.483  0.00
40 C -2.251 -0.165 4.003  0.02
41 C -4.830 2.767 -1.467  0.00
42 C -0.351 -2.291 -2.169  -0.02
43 C -0.577 2.990 5.195  0.00
44 C 2.312 0.743 -1.626  -0.04
45 C 0.034 2.462 4.074  0.00
46 C 1.871 3.006 1.598  -0.03
47 C -0.970 -0.597 3.682  0.03
48 C -1.587 4.872 -1.405  0.01
49 C -0.198 2.778 -3.009  0.02
50 C -1.092 -3.099 -4.781  -0.01
51 C 4.207 3.076 2.180  0.00
52 C -2.096 -3.785 0.113  0.00
53 C 0.045 -3.526 -2.691  0.02
54 C 3.077 2.357 1.814  0.01
55 C -0.093 -3.411 2.787  0.00
56 C -3.793 1.603 0.306  -0.03
57 C -1.170 -1.448 -3.007  -0.04
58 C 0.595 -4.608 2.895  0.00
59 C 3.561 -0.157 -1.856  0.01
60 C -0.472 -0.744 6.040  0.00
61 C -4.104 -1.679 -0.679  -0.01
62 H -4.896 -1.030 -0.302  0.00
63 H -4.378 0.849 -2.448  0.00
64 H -2.940 0.058 3.198  0.01
65 H -4.572 -2.585 -1.072  0.00
66 H -1.304 5.694 -2.067  0.00
67 H 2.855 6.178 2.259  0.00
68 H -4.333 -1.656 2.653  0.00
69 H -2.084 3.568 1.706  0.00
70 H 5.013 5.017 2.618  0.00
71 H -3.147 2.082 -2.741  0.01
72 H 0.180 -5.420 3.481  0.00
73 H 0.230 -0.974 6.834  0.00
74 H -4.581 0.860 0.499  0.00
75 H -3.399 -3.119 2.947  0.00
76 H -2.245 4.114 5.957  0.00
77 H 0.815 2.564 -3.350  0.01
78 H -2.066 -0.219 7.383  0.00
79 H -2.503 4.437 -1.803  0.00
80 H -1.810 5.293 -0.422  0.00
81 H 2.349 -5.703 2.314  0.00
82 H -0.139 2.827 6.173  0.00
83 H 2.001 -1.712 0.772  0.02
84 H -3.234 4.473 3.711  0.00
85 H 4.073 -0.267 -0.903  0.00
86 H 0.958 1.904 4.175  0.00
87 H 0.850 4.889 1.635  0.00
88 H -5.854 2.387 -1.501  0.00
89 H -5.201 3.247 0.654  0.00
90 H -1.039 -3.295 3.305  0.00
91 H 0.922 -1.210 4.483  -0.01
92 H -1.014 -3.790 0.192  0.00
93 H 3.256 -3.847 0.944  0.00
94 H -0.664 3.478 -3.712  0.00
95 H -3.599 -1.173 -1.502  0.01
96 H -4.796 3.691 -2.045  0.00
97 H -4.809 -3.179 1.892  0.00
98 H 5.147 2.559 2.334  0.00
99 H 1.259 5.557 -0.635  0.00
100 H 1.419 5.125 -2.338  0.00
101 H -0.740 1.834 -3.091  0.00
102 H -3.648 0.319 5.553  0.00
103 H -3.597 3.708 0.047  0.00
104 H 2.271 4.179 -1.108  0.00
105 H 3.113 1.283 1.674  -0.01
106 H -2.495 -4.615 0.701  0.00
107 H -2.332 -3.964 -0.938  0.00
108 H -3.081 1.580 1.128  0.02

(3)
Computed, not measured: a molecular structure, C26H21N7O2RuS, with wB97M-V/def2-TZVPD.

Values from the calculation:
⟨S²⟩: 0.7713
charge: +1
spin multiplicity: 2
gap between HOMO and LUMO (alpha / beta): 6.6 / 5.8 eV
ΔE to the lowest compared entry with this formula, charge and spin: 30.73 kcal/mol
LUMO energy (alpha / beta): -3.9 / -4.7 eV

Each line ends with the natural charge from an NBO analysis.
Cartesian coordinates (Å):
1 Ru 0.038 0.129 0.074  0.91
2 S -1.526 1.861 -0.346  -0.09
3 O -1.269 -0.712 1.645  -0.63
4 O -3.373 -4.249 0.858  -0.68
5 N 1.781 -0.804 0.593  -0.42
6 N 0.948 2.964 -0.098  -0.43
7 N 0.484 0.089 -2.174  -0.39
8 N -1.603 -2.376 0.106  -0.47
9 N 1.317 1.704 0.112  -0.20
10 N -0.766 4.392 -0.552  -0.76
11 N -0.875 -1.604 -0.688  -0.17
12 C 0.288 -1.155 -2.664  0.15
13 C -3.012 -3.890 2.095  0.45
14 C 2.575 1.426 0.378  0.24
15 C 4.108 -0.479 1.000  -0.20
16 C 5.681 4.336 0.441  -0.18
17 C 1.908 -2.079 0.966  0.07
18 C -3.477 -4.684 3.146  -0.30
19 C 5.426 3.566 1.567  -0.20
20 C 4.893 4.183 -0.692  -0.22
21 C 2.852 0.032 0.656  0.15
22 C 1.475 -0.564 -4.658  -0.13
23 C -1.668 -1.880 1.355  0.64
24 C 1.121 1.000 -2.899  0.07
25 C 3.619 2.464 0.410  -0.14
26 C -2.313 -3.311 4.746  -0.26
27 C -0.494 -2.035 -1.844  0.01
28 C 1.632 0.722 -4.153  -0.24
29 C -2.204 -2.768 2.393  -0.28
30 C 4.235 -1.801 1.364  -0.14
31 C -0.328 3.154 -0.321  0.31
32 C 3.108 -2.618 1.377  -0.22
33 C 0.791 -1.506 -3.917  -0.21
34 C 3.860 3.263 -0.707  -0.10
35 C -3.121 -4.407 4.448  -0.14
36 C -1.880 -2.494 3.725  -0.13
37 C 4.406 2.630 1.550  -0.18
38 H -0.148 5.176 -0.416  0.42
39 H 2.137 1.493 -4.715  0.24
40 H 6.023 3.692 2.460  0.23
41 H 1.011 -2.686 0.923  0.22
42 H -2.878 -3.713 0.213  0.50
43 H 5.200 -2.200 1.646  0.24
44 H 4.963 0.179 0.970  0.25
45 H -0.789 -3.026 -2.168  0.22
46 H -2.033 -3.101 5.769  0.22
47 H -3.476 -5.044 5.247  0.22
48 H 1.204 1.990 -2.466  0.22
49 H 0.631 -2.508 -4.291  0.24
50 H -1.750 4.559 -0.659  0.42
51 H 1.875 -0.815 -5.631  0.24
52 H 5.089 4.788 -1.567  0.23
53 H 3.251 3.147 -1.593  0.20
54 H -4.101 -5.532 2.899  0.23
55 H 6.478 5.066 0.456  0.23
56 H -1.272 -1.625 3.939  0.23
57 H 3.169 -3.655 1.673  0.25
58 H 4.191 2.047 2.438  0.22

(4)
Computed, not measured: a molecular structure, C26H28F6NO2Pm, with wB97M-V/def2-TZVPD.

Values from the calculation:
⟨S²⟩: 6.0103
spin multiplicity: 5
gap between HOMO and LUMO (alpha / beta): 7.4 / 7.5 eV
LUMO energy (alpha / beta): -0.4 / -0.3 eV

Each line ends with the natural charge from an NBO analysis.
Cartesian coordinates (Å):
1 Pm 1.796 -0.040 0.434  2.01
2 F 0.611 -4.751 0.984  -0.32
3 F 1.669 -4.178 -0.809  -0.31
4 F 4.843 -3.416 1.016  -0.29
5 F 3.740 -2.552 -0.654  -0.30
6 F 2.603 -5.565 0.600  -0.33
7 F 3.994 -1.392 1.169  -0.37
8 O 1.460 -2.098 0.972  -0.89
9 O -3.111 -0.958 0.160  -0.61
10 N -4.938 -1.493 -0.911  -0.64
11 C -1.344 -1.360 -4.285  -0.60
12 C 0.666 2.447 1.385  -0.35
13 C 1.510 1.219 -2.078  -0.42
14 C -3.522 -1.398 -0.921  0.67
15 C -5.355 1.202 0.065  -0.25
16 C -1.650 -0.659 -2.920  -0.03
17 C -4.595 0.552 2.258  -0.25
18 C -5.033 0.166 0.963  0.04
19 C 1.696 1.883 2.204  -0.47
20 C 2.477 -3.426 2.777  -0.65
21 C 2.029 -0.098 -2.263  -0.47
22 C -5.330 -1.295 0.539  -0.24
23 C 1.081 0.830 2.970  -0.39
24 C -2.598 0.501 -3.246  -0.61
25 C -0.297 0.780 2.629  -0.29
26 C 1.834 -4.420 0.511  0.96
27 C 2.355 -3.144 1.289  0.13
28 C -5.289 2.554 0.449  -0.20
29 C 0.913 -0.968 -2.382  -0.28
30 C 3.741 -2.713 0.696  0.96
31 C -4.912 2.914 1.740  -0.26
32 C -2.528 -1.717 -2.064  -0.47
33 C -4.545 1.904 2.635  -0.15
34 C 0.097 1.135 -2.125  -0.29
35 C -0.552 1.766 1.652  -0.29
36 C -0.289 -0.204 -2.381  -0.11
37 H -4.241 -0.217 2.952  0.21
38 H 1.462 -3.645 3.130  0.25
39 H -4.665 -1.951 1.159  0.21
40 H -2.100 1.219 -3.903  0.22
41 H -2.261 -1.694 -4.808  0.20
42 H -4.945 3.950 2.058  0.21
43 H 3.162 -4.248 3.053  0.24
44 H -5.373 -2.292 -1.418  0.40
45 H 0.782 3.234 0.645  0.23
46 H -5.569 3.314 -0.288  0.21
47 H -3.501 0.127 -3.765  0.21
48 H -2.911 1.010 -2.329  0.22
49 H -1.063 0.133 3.045  0.23
50 H -6.366 -1.568 0.724  0.21
51 H -5.624 0.911 -0.952  0.22
52 H -3.108 -2.270 -2.806  0.20
53 H 2.802 -2.499 3.263  0.23
54 H -4.237 2.176 3.648  0.20
55 H 3.074 -0.389 -2.221  0.22
56 H 2.774 2.087 2.129  0.22
57 H 0.925 -2.050 -2.468  0.22
58 H -0.695 -2.237 -4.175  0.21
59 H 2.100 2.099 -1.867  0.22
60 H -1.795 -2.403 -1.673  0.24
61 H 1.593 0.127 3.630  0.22
62 H -1.538 1.968 1.233  0.24
63 H -0.619 1.939 -1.979  0.22
64 H -0.826 -0.668 -4.965  0.22

no.,electronic energy (eV),F_max (eV/A)
1,-23823.329,1.07
2,-170626.394,1.19
3,-55241.098,3.60
4,-65860.771,2.85